(1)
Density functional theory data (ωB97M-V/def2-TZVPD) for a structure of composition C31H38BF4N2P2Si2W in a non-equilibrium geometry.

E_LUMO (alpha / beta)	-11.19 / -11.19	eV
2S+1	1
total charge	+3
strongest force on any atom	1.2	eV Å⁻¹
total energy	-83430.7852	eV
gap between HOMO and LUMO (alpha / beta)	6.088 / 6.090	eV

XYZ file:
```
81
C31H38BF4N2P2Si2W ωB97M-V/def2-TZVPD
W 0.2059 0.4642 -0.9663
C -4.1843 1.6745 -1.1145
Si -2.4070 1.7288 -1.5810
C -2.0972 2.1475 -3.3466
C -1.2955 2.6597 -0.3282
N -1.6109 0.0457 -1.2998
P -1.8355 -1.0794 -0.0062
C -0.1730 -0.8931 0.4544
P 1.2961 -1.7798 0.1916
N 1.7512 -0.6228 -1.0072
Si 3.3428 0.4112 -1.2034
C 3.5208 0.7120 -3.0082
C 2.7468 1.8702 -0.1533
C 4.7701 -0.4528 -0.4303
C 1.0820 -3.3482 -0.5770
C 1.0644 -4.4980 0.2252
C 0.8517 -5.7331 -0.3594
C 0.6536 -5.8268 -1.7323
C 0.6607 -4.6875 -2.5295
C 0.8714 -3.4460 -1.9565
C 2.3734 -1.8458 1.5729
C 2.1724 -0.9675 2.6434
C 3.0361 -0.9994 3.7241
C 4.0910 -1.9051 3.7356
C 4.2934 -2.7821 2.6731
C 3.4411 -2.7551 1.5857
C -2.9878 -0.4892 1.1770
C -2.5842 0.2831 2.2719
C -3.5290 0.7031 3.1908
C -4.8626 0.3438 3.0221
C -5.2652 -0.4365 1.9411
C -4.3302 -0.8619 1.0163
C -2.3232 -2.6143 -0.7212
C -2.6559 -2.6798 -2.0766
C -3.1381 -3.8710 -2.5964
C -3.2681 -4.9820 -1.7741
C -2.9249 -4.9168 -0.4264
C -2.4604 -3.7307 0.1108
H -4.6507 2.5609 -1.5559
H -4.3674 1.6886 -0.0415
H -4.6741 0.7991 -1.5451
H -2.0599 3.2330 -3.4783
H -2.9278 1.7830 -3.9555
H -1.1734 1.7436 -3.7601
H -0.6127 3.3933 -0.7556
H -0.7505 2.0712 0.4540
H -2.0118 3.1950 0.3060
H 2.5714 0.8006 -3.5342
H 4.0969 -0.0929 -3.4687
H 4.0667 1.6437 -3.1780
H 1.7615 1.7574 0.3667
H 2.6815 2.8018 -0.7151
H 3.4265 2.0055 0.6923
H 5.0071 -1.4014 -0.9142
H 4.6568 -0.6051 0.6412
H 5.6344 0.2046 -0.5782
H 1.2212 -4.4316 1.2948
H 0.8524 -6.6249 0.2525
H 0.5028 -6.7976 -2.1864
H 0.5187 -4.7726 -3.5982
H 0.9000 -2.5698 -2.5924
H 1.3356 -0.2777 2.6391
H 2.8850 -0.3321 4.5613
H 4.7598 -1.9334 4.5859
H 5.1151 -3.4846 2.6993
H 3.6035 -3.4339 0.7577
H -1.5391 0.5372 2.4117
H -3.2305 1.2917 4.0474
H -5.5971 0.6617 3.7507
H -6.3031 -0.7202 1.8343
H -4.6384 -1.4871 0.1845
H -2.5504 -1.8158 -2.7201
H -3.4168 -3.9308 -3.6397
H -3.6497 -5.9082 -2.1838
H -3.0393 -5.7875 0.2049
H -2.2260 -3.6727 1.1682
F 0.7975 1.8393 -2.1254
B 1.2150 4.3885 -3.2115
F 2.3647 3.8345 -3.5335
F 0.2937 4.6200 -4.1136
F 0.9718 4.6624 -1.9359
```

(2)
Density functional theory data (ωB97M-V/def2-TZVPD) for a structure of composition C31H38CrN6O3.

E_LUMO (alpha / beta)	-2.49 / -2.83	eV
2S+1	4
total charge	+1
strongest force on any atom	0.6	eV Å⁻¹
total energy	-76265.8784	eV
gap between HOMO and LUMO (alpha / beta)	8.049 / 7.895	eV

XYZ file:
```
79
C31H38CrN6O3 ωB97M-V/def2-TZVPD
Cr 0.4588 -0.7995 0.5999
C -0.0422 -1.3671 3.5049
N -0.5077 -1.9007 2.1913
C -0.2087 -3.3633 2.2436
C -0.2343 -4.2053 0.9678
C 0.6021 -3.6933 -0.2185
N 1.4100 -2.5362 0.1586
C 2.6902 -2.6724 0.1579
C 3.6466 -1.7472 0.6804
C 5.0171 -2.0150 0.4963
C 5.9738 -1.2305 1.0859
C 5.5588 -0.1686 1.9038
C 4.2273 0.1060 2.1114
C 3.2328 -0.6722 1.4907
O 1.9714 -0.3954 1.7188
C -1.9639 -1.6054 2.1269
C -2.7707 -2.2863 1.0477
C -2.3580 -2.0588 -0.4120
N -1.1416 -1.2428 -0.6878
C -1.1170 -0.8449 -1.9136
C -0.1430 -0.0607 -2.6139
C -0.4321 0.2663 -3.9542
C 0.4118 1.0570 -4.6923
C 1.5847 1.5323 -4.0860
C 1.8963 1.2206 -2.7834
C 1.0366 0.4126 -2.0157
O 1.3604 0.1482 -0.7753
H -0.4896 -1.9623 4.3056
H -0.3499 -0.3323 3.6193
H 1.0396 -1.4116 3.5568
H -0.9019 -3.8146 2.9624
H 0.7874 -3.4354 2.6790
H -1.2516 -4.3989 0.6375
H 0.1606 -5.1734 1.2821
H -0.0444 -3.4084 -1.0446
H 1.2556 -4.4863 -0.5849
H 3.0924 -3.6064 -0.2391
H 5.3057 -2.8565 -0.1239
H 7.0253 -1.4300 0.9359
H 6.3055 0.4475 2.3901
H 3.9133 0.9212 2.7505
H -2.0548 -0.5338 1.9931
H -2.4070 -1.8619 3.0949
H -3.7846 -1.9052 1.1778
H -2.8353 -3.3534 1.2534
H -3.1882 -1.5803 -0.9306
H -2.2166 -3.0293 -0.8927
H -1.9694 -1.1283 -2.5362
H -1.3414 -0.1254 -4.3985
H 0.1860 1.3012 -5.7208
H 2.2641 2.1552 -4.6557
H 2.8034 1.5829 -2.3170
C -3.9761 1.3574 -2.4774
N -2.9183 2.3510 -2.5074
C -2.8863 3.2519 -3.6545
C -2.0223 2.4078 -1.4933
C -0.9828 3.5034 -1.5135
O -2.0125 1.5911 -0.5733
H -4.9422 1.8344 -2.6462
H -3.9816 0.8770 -1.5041
H -3.8277 0.6010 -3.2546
H -3.6260 2.9083 -4.3737
H -1.9137 3.2370 -4.1460
H -3.1369 4.2777 -3.3816
H -1.1432 4.2836 -2.2513
H -0.0082 3.0454 -1.6960
H -0.9615 3.9509 -0.5203
N -2.9757 3.6540 4.4378
C -2.0908 3.3658 3.7644
C -0.9949 2.9858 2.9121
C 0.0886 3.8243 2.6910
C 1.0755 3.3844 1.8314
C 0.9650 2.1295 1.2582
N -0.0640 1.3003 1.4899
C -1.0294 1.7468 2.2869
H 0.1437 4.7897 3.1761
H 1.9352 3.9994 1.6046
H 1.7204 1.7638 0.5798
H -1.8980 1.1263 2.4335
```

(3)
Density functional theory data (ωB97M-V/def2-TZVPD) for a structure of composition C31H38F2Ge2N3Pt.

E_LUMO	-3.69	eV
2S+1	1
total charge	+1
strongest force on any atom	0.3	eV Å⁻¹
total energy	-158942.6254	eV
gap between HOMO and LUMO	6.878	eV

XYZ file:
```
77
C31H38F2Ge2N3Pt ωB97M-V/def2-TZVPD
Pt -0.0389 -0.0165 0.0394
F -4.5930 -1.9450 -2.3447
C -3.5076 -2.1787 -1.5955
C -2.6323 -1.1380 -1.3342
C -1.5155 -1.3697 -0.5446
C -1.2863 -2.6622 -0.0352
C -2.1932 -3.6722 -0.3400
F -2.0118 -4.9219 0.1257
C -3.3138 -3.4566 -1.1137
C -0.1327 -2.7978 0.8695
C 0.2914 -3.9755 1.4762
C 1.3211 -3.9486 2.3972
C 1.9123 -2.7409 2.7284
C 1.4823 -1.6076 2.0784
N 0.5144 -1.6308 1.1495
H -2.8416 -0.1640 -1.7624
H -4.0052 -4.2580 -1.3295
H -0.1965 -4.9023 1.2292
H 1.6492 -4.8675 2.8650
H 2.6932 -2.6685 3.4711
H 1.8969 -0.6407 2.3082
C 4.3507 1.5151 2.1742
C 3.5891 0.8958 0.9974
Ge 1.7489 1.5826 0.7467
C 1.9578 3.1659 -0.4101
C 2.9169 4.2251 0.1386
C 1.0679 2.2680 2.4466
C -0.1493 2.0501 2.9533
Ge -1.3471 0.7340 2.0835
C -3.0600 1.2783 1.2946
C -4.1222 1.8840 2.2186
C -1.5956 -0.9458 3.0791
C -2.5603 -0.9462 4.2694
C -0.6596 2.7331 4.1828
C -1.9132 2.4316 4.7033
C -2.4118 3.0602 5.8362
C -1.6507 4.0215 6.4778
C -0.3966 4.3439 5.9723
C 0.0903 3.7127 4.8418
H 5.3335 1.0558 2.2959
H 3.8111 1.3803 3.1149
H 4.5072 2.5854 2.0430
H 3.5717 -0.1881 1.1071
H 4.1059 1.0898 0.0535
H 0.9771 3.6122 -0.5831
H 2.3144 2.8042 -1.3796
H 2.5887 4.5997 1.1103
H 2.9898 5.0831 -0.5328
H 3.9252 3.8282 0.2583
H 1.7261 2.9528 2.9826
H -3.4251 0.3575 0.8334
H -2.8760 1.9674 0.4754
H -4.3927 1.2230 3.0395
H -5.0301 2.0662 1.6415
H -3.8032 2.8343 2.6438
H -0.6142 -1.2810 3.4101
H -1.9466 -1.6586 2.3318
H -2.1884 -0.3522 5.1013
H -2.6792 -1.9696 4.6291
H -3.5543 -0.5849 4.0071
H -2.5298 1.6866 4.2224
H -3.3927 2.7978 6.2114
H -2.0285 4.5202 7.3605
H 0.2057 5.0978 6.4622
H 1.0663 3.9928 4.4708
C -1.9441 4.4266 -2.6672
N -1.3170 3.1309 -2.4193
C -0.8285 2.2673 -3.3652
C -0.3574 1.1859 -2.6943
N -0.5563 1.3884 -1.3448
C -1.1374 2.5664 -1.2173
H -1.6677 4.7612 -3.6625
H -1.5851 5.1503 -1.9397
H -3.0269 4.3447 -2.6026
H -0.8517 2.4919 -4.4168
H 0.1068 0.2941 -3.0775
H -1.3702 3.0554 -0.2888
```